# 1
This record from OMol25 describes C12H11Cl3O2Ti as an isolated structure. The level of theory is the ωB97M-V functional and the def2-TZVPD basis.

The orbital gap (alpha / beta) comes out at 4.5 / 4.7 eV. The highest occupied orbital energy (alpha / beta) comes out at 0.2 / 0.0 eV. The calculation puts the max |F| at 4.901 eV/A. The LUMO energy (alpha / beta) is 4.7 / 4.7 eV. Its expectation value of S² is 2.00. The value obtained for the calculated total energy is -2844.4232 Eh.

Structure (ORCA input):
```
! RIJCOSX wB97M-V def2-TZVPD def2/J DEFGRID3
* xyz -2 3
Ti 0.014 -0.041 0.096
Cl -2.043 -0.790 0.099
Cl 0.511 -0.355 3.468
Cl -1.215 -2.658 2.778
O 1.122 -1.368 0.724
O 2.087 -3.155 1.676
C 3.482 -3.300 -2.720
C 4.503 -2.827 -1.843
C -0.938 2.043 -0.211
C 4.365 -1.369 -3.628
C 5.049 -1.634 -2.404
C 1.362 1.758 -0.179
C 1.284 -2.245 1.715
C 0.436 -2.064 3.001
C 0.228 1.960 -1.033
C -0.542 1.842 1.153
C 3.396 -2.399 -3.824
C 0.887 1.683 1.176
H 5.860 -1.049 -1.991
H -1.169 1.973 2.023
H -1.934 2.308 -0.546
H 4.566 -0.548 -4.304
H 2.402 1.787 -0.472
H 2.735 -2.496 -4.675
H 0.268 2.170 -2.093
H 4.824 -3.305 -0.927
H 0.917 -2.676 3.766
H 2.899 -4.201 -2.585
H 1.506 1.686 2.057
*
```

***

# 2
This record from OMol25 describes a 2-piece molecular cluster, C12H11Cl4NO5P overall. The level of theory is the ωB97M-V functional and the def2-TZVPD basis.

The orbital gap comes out at 4.3 eV. The highest occupied orbital energy comes out at -3.7 eV. The calculation puts the relative energy (zero: lowest compared OMol25 entry of this formula, charge and spin) at 0.0 kcal per mole. The calculation puts the max |F| at 2.402 eV/A. The LUMO energy is 0.7 eV. The value obtained for the calculated total energy is -3077.0535 Eh.

Structure (ORCA input):
```
! RIJCOSX wB97M-V def2-TZVPD def2/J DEFGRID3
* xyz -1 1
Cl 3.762 1.125 -3.297
Cl -1.546 1.278 -2.453
Cl 3.513 -1.866 -4.371
Cl -1.776 -1.807 -3.216
P -0.093 -0.587 1.459
O -1.561 -0.959 2.032
O 1.248 2.113 -2.229
O 0.795 -2.932 -4.039
O 1.050 -0.886 2.353
O -0.306 0.985 1.132
N 1.851 -2.756 -0.973
C 0.842 1.853 0.933
C 0.888 -1.761 -3.695
C -2.894 -1.339 4.006
C -0.283 -0.987 -3.184
C 2.181 -1.013 -3.745
C -1.976 -0.371 3.296
C 0.428 3.257 1.291
C 1.116 1.022 -2.799
C 2.282 0.276 -3.318
C 0.929 -2.118 -0.585
C -0.194 0.338 -2.899
C -0.119 -1.354 -0.135
H -2.478 0.584 3.078
H -0.570 3.470 0.895
H -3.123 -0.931 4.990
H 0.431 3.382 2.378
H -1.070 -0.188 3.903
H -2.404 -2.311 4.124
H -3.834 -1.476 3.461
H -1.055 -1.300 -0.687
H 1.150 3.950 0.859
H 1.139 1.813 -0.123
H 1.680 1.499 1.557
*
```

***

# 3
This record from OMol25 describes a single C12H11ClN2O3 molecule. The level of theory is the ωB97M-V functional and the def2-TZVPD basis.

The orbital gap comes out at 8.1 eV. The highest occupied orbital energy comes out at -8.8 eV. The calculation puts the relative energy (zero: lowest compared OMol25 entry of this formula, charge and spin) at 289.1 kcal per mole. The calculation puts the max |F| at 15.591 eV/A. The LUMO energy is -0.7 eV. The value obtained for the calculated total energy is -1258.8861 Eh.

Structure (ORCA input):
```
! RIJCOSX wB97M-V def2-TZVPD def2/J DEFGRID3
* xyz 0 1
Cl 1.376 6.266 3.279
O 0.501 -4.535 0.278
O -0.609 0.257 -1.651
O -0.620 -6.268 -0.651
N -0.237 0.311 0.634
N -0.217 1.621 -1.610
C 0.351 3.986 0.164
C 0.334 2.676 2.090
C 0.392 2.737 0.631
C 0.867 4.932 0.880
C 0.878 4.979 2.194
C 0.048 1.630 -0.020
C -0.595 -0.425 -0.652
C -0.444 -4.007 -2.042
C -0.191 -2.492 -1.761
C -0.144 -4.996 -0.685
C -0.806 -1.811 -0.609
C 0.699 3.715 2.681
H 0.006 -4.589 -2.576
H -0.671 -2.349 0.352
H 0.820 6.119 0.548
H -0.355 -6.650 0.038
H 0.595 1.560 2.590
H 0.395 4.099 -1.007
H -2.034 -1.904 -0.972
H 0.796 3.645 4.005
H -1.721 -4.051 -1.926
H 0.758 -2.388 -1.518
H -0.172 -2.070 -2.684
*
```

***

# 4
This record from OMol25 describes C12H11CuF6N2O7S3 as an isolated structure. The level of theory is the ωB97M-V functional and the def2-TZVPD basis.

The orbital gap comes out at 6.2 eV. The highest occupied orbital energy comes out at -1.6 eV. The calculation puts the relative energy (zero: lowest compared OMol25 entry of this formula, charge and spin) at 0.0 kcal per mole. The calculation puts the max |F| at 0.277 eV/A. The LUMO energy is 4.6 eV. The value obtained for the calculated total energy is -4534.4693 Eh.

Structure (ORCA input):
```
! RIJCOSX wB97M-V def2-TZVPD def2/J DEFGRID3
* xyz -2 1
Cu 0.286 -1.992 1.126
S 5.200 2.459 -2.935
S 0.277 -1.998 3.298
S 4.503 0.323 -1.298
F 4.069 4.804 -3.273
F 4.778 -1.193 0.794
F 4.749 4.444 -1.249
F 6.655 -0.419 0.047
F 5.313 0.874 1.151
F 2.954 3.477 -1.977
O -3.594 -0.656 1.339
O -1.722 -1.662 0.669
O 1.004 -2.385 -0.714
O 6.435 3.092 -3.300
O 4.699 -0.802 -2.172
O 3.160 0.636 -0.897
O 4.384 1.874 -3.966
N 0.854 -0.689 -2.248
N 5.394 1.580 -1.659
C -3.983 -3.111 4.606
C 1.387 -1.790 -1.721
C 1.502 -0.021 -3.358
C -3.813 -2.459 3.398
C 4.182 3.868 -2.314
C -1.607 -3.042 4.897
C -2.620 -1.401 1.528
C 5.368 -0.122 0.268
C -2.559 -2.101 2.894
C -1.409 -2.397 3.659
C -0.222 0.032 -1.590
C -2.855 -3.400 5.366
H 0.841 0.001 -4.230
H -4.669 -2.182 2.797
H -0.729 -0.593 -0.857
H 1.755 1.002 -3.079
H 0.185 0.922 -1.101
H -2.945 -3.903 6.324
H 2.431 -0.525 -3.615
H 2.243 -2.171 -2.293
H -0.949 0.344 -2.342
H -4.975 -3.379 4.952
H -0.725 -3.261 5.487
*
```

***

# 5
This record from OMol25 describes a 2-piece molecular cluster, C12H11N2 overall. The level of theory is the ωB97M-V functional and the def2-TZVPD basis.

The orbital gap (alpha / beta) comes out at 8.4 / 6.7 eV. The highest occupied orbital energy (alpha / beta) comes out at -12.6 / -11.9 eV. The calculation puts the relative energy (zero: lowest compared OMol25 entry of this formula, charge and spin) at 41.0 kcal per mole. The calculation puts the max |F| at 1.542 eV/A. The LUMO energy (alpha / beta) is -4.3 / -5.3 eV. The value obtained for the calculated total energy is -572.9801 Eh.

Structure (ORCA input):
```
! RIJCOSX wB97M-V def2-TZVPD def2/J DEFGRID3
* xyz 1 1
N -0.978 1.673 0.073
N 2.179 0.933 0.009
C 4.459 0.399 -0.005
C -2.194 -0.402 0.039
C -3.122 -2.707 0.015
C -3.349 0.419 -0.041
C 1.808 -0.340 0.016
C -3.281 1.802 -0.062
C 2.785 -1.326 0.000
C -2.110 -1.846 0.046
C 4.118 -0.955 -0.033
C 3.462 1.341 0.020
C -2.054 2.455 -0.007
C -1.116 0.434 0.091
H 4.893 -1.704 -0.072
H -1.090 -2.209 0.082
H 5.491 0.707 0.002
H 2.509 -2.368 0.014
H -4.308 -0.078 -0.094
H -4.186 2.387 -0.132
H -1.919 3.525 -0.023
H -2.935 -3.767 0.024
H 1.441 1.638 -0.007
H 3.658 2.402 0.060
H -4.158 -2.416 -0.016
*
```

***

# 6
This record from OMol25 describes C12H11N2O3Pd as an isolated structure. The level of theory is the ωB97M-V functional and the def2-TZVPD basis.

The orbital gap (alpha / beta) comes out at 5.8 / 5.8 eV. The highest occupied orbital energy (alpha / beta) comes out at -11.5 / -11.4 eV. The calculation puts the relative energy (zero: lowest compared OMol25 entry of this formula, charge and spin) at 34.6 kcal per mole. The calculation puts the max |F| at 1.520 eV/A. The LUMO energy (alpha / beta) is -5.7 / -5.6 eV. The value obtained for the calculated total energy is -926.6397 Eh.

Structure (ORCA input):
```
! RIJCOSX wB97M-V def2-TZVPD def2/J DEFGRID3
* xyz 1 1
Pd -0.870 2.149 -0.264
O 0.412 6.184 0.562
O -0.975 4.498 -0.209
O 2.019 2.151 2.972
N -1.281 1.498 1.896
N 1.183 2.431 0.820
C -0.102 -4.868 -2.026
C -1.632 -3.042 -1.720
C -0.006 0.991 2.432
C 0.971 -4.022 -1.774
C 0.748 -2.688 -1.486
C 2.025 3.350 0.567
C 1.162 1.914 2.178
C -0.557 -2.190 -1.452
C -1.401 -4.374 -2.011
C -0.958 0.366 -0.908
C -0.782 -0.814 -1.133
C -0.240 5.323 0.181
H -2.232 -5.033 -2.223
H -0.048 0.791 3.503
H -1.965 0.750 1.893
H 2.735 3.687 1.325
H 1.981 -4.408 -1.803
H -1.643 2.264 2.455
H 2.228 3.617 -0.468
H 1.577 -2.020 -1.288
H 0.073 -5.916 -2.224
H 0.216 0.059 1.906
H -2.639 -2.646 -1.704
*
```

***

# 7
This record from OMol25 describes C12H11N8O2S3Sn as an isolated structure. The level of theory is the ωB97M-V functional and the def2-TZVPD basis.

The orbital gap comes out at 7.5 eV. The highest occupied orbital energy comes out at -5.1 eV. The calculation puts the relative energy (zero: lowest compared OMol25 entry of this formula, charge and spin) at 13.1 kcal per mole. The calculation puts the max |F| at 1.078 eV/A. The LUMO energy is 2.5 eV. The value obtained for the calculated total energy is -2461.2638 Eh.

Structure (ORCA input):
```
! RIJCOSX wB97M-V def2-TZVPD def2/J DEFGRID3
* xyz -1 1
Sn -0.391 1.013 -1.367
S -3.228 4.717 -1.221
S -1.368 2.862 0.130
S -2.158 2.352 -2.662
O 1.957 2.674 -1.637
O 2.525 4.151 -0.157
N -1.602 -0.247 4.031
N 1.977 2.045 0.436
N 1.542 1.182 2.485
N -1.882 -0.373 -0.196
N -3.045 -4.063 2.112
N 1.677 -0.081 1.902
N 2.129 3.023 -0.467
N 1.496 3.480 2.265
C 0.978 -2.914 -1.069
C 1.680 -2.340 -2.120
C -2.300 3.369 -1.256
C 1.003 -1.919 -3.253
C -1.075 -2.637 -2.283
C -2.125 -0.954 0.778
C 1.660 2.275 1.700
C -2.330 -1.607 1.983
C -1.975 -0.878 3.135
C -2.729 -2.954 2.053
C -0.397 -3.069 -1.152
C -0.375 -2.071 -3.339
H 2.754 -2.224 -2.056
H 0.997 1.252 3.338
H -0.942 -3.526 -0.335
H 0.912 3.569 3.080
H 2.305 -0.631 2.471
H 1.535 4.267 1.634
H 1.551 -1.472 -4.073
H -2.152 -2.732 -2.339
H 1.511 -3.237 -0.184
H -0.895 -1.758 -4.235
H 0.781 -0.545 1.867
*
```